No. 1
Computed, not measured: the molecule C5H12NOP, with ωB97M-V with the def2-TZVPD basis set.

HOMO = -0.313 hartree
ΔE to the lowest compared entry with this formula, charge and spin = 2.9 kcal per mole
spin multiplicity = 1
SMILES = CN1CCC[P@@]1(C)=O
molar mass = 133.131 g mol⁻¹
LUMO = 0.9 eV
max |F| = 5.1 eV Å⁻¹
frontier orbital gap = 9.4 eV

```
20
Properties=species:S:1:pos:R:3:forces:R:3:lowdin_charge:R:1
C 0.3299 1.9791 -0.7832 -0.3 -0.1 1.2 -0.10
N -0.2272 0.8372 -0.0984 2.2 1.6 2.5 -0.40
C -1.2770 0.1213 -0.7067 1.0 -1.2 2.3 -0.24
C -0.6020 -0.9651 -1.5537 -0.1 1.8 -0.2 -0.26
C 0.3850 -1.6162 -0.7093 3.9 -1.0 3.1 -0.17
P 0.8796 -0.0830 0.8440 -2.2 -1.6 -2.2 0.76
C 0.1476 -0.2618 2.5469 -0.8 -3.6 -2.9 -0.14
O 2.2865 0.3324 1.0221 -0.1 0.2 -0.5 -0.35
H -0.5135 2.7021 -0.8697 1.1 0.1 -0.1 0.09
H 1.1671 2.2657 -0.0879 -0.7 0.6 -1.3 0.09
H 0.6692 1.6380 -1.7519 0.5 0.6 -0.5 0.07
H -1.9168 0.8572 -1.1056 -1.1 0.4 -1.1 0.11
H -1.7290 -0.2881 0.2198 -0.8 -0.6 -1.0 0.12
H -1.3392 -1.5637 -1.9842 -1.0 -1.4 -0.8 0.09
H -0.0226 -0.4598 -2.3283 -0.4 0.1 -0.3 0.11
H 0.2299 -2.5614 -0.1735 -0.8 0.2 -0.3 0.06
H 1.4016 -1.8014 -1.1764 -1.1 0.6 0.4 0.08
H -0.1954 -1.3139 2.7377 -0.3 0.9 -0.5 0.07
H 0.9208 -0.2326 3.1928 2.8 0.8 2.0 -0.01
H -0.5945 0.4140 2.7655 -1.7 1.6 0.3 0.01
```
Positions in Å, forces in eV/Å.

---

No. 2
Computed, not measured: the molecule C5H12NOP, with ωB97M-V with the def2-TZVPD basis set.

HOMO = -0.339 hartree
ΔE to the lowest compared entry with this formula, charge and spin = 19.9 kcal per mole
spin multiplicity = 1
SMILES = CC[C@@](C)(C=O)NP
molar mass = 133.131 g mol⁻¹
LUMO = 0.8 eV
max |F| = 3.8 eV Å⁻¹
frontier orbital gap = 10.1 eV

```
20
Properties=species:S:1:pos:R:3:forces:R:3:lowdin_charge:R:1
C 1.3935 1.1957 0.7568 1.2 2.4 -2.7 -0.12
C 0.9006 0.3102 -0.3435 -0.3 -1.1 -1.4 -0.23
C -0.6318 0.1346 -0.2407 -1.0 -1.3 0.0 -0.54
C -1.1446 0.3134 1.1741 0.9 1.9 1.0 -0.06
C -1.2695 1.2037 -1.0649 2.5 0.0 1.3 -0.24
O -2.2577 1.0316 -1.6743 -2.2 0.5 -1.6 0.10
N -1.3494 -1.1760 -0.5661 0.8 1.4 -1.3 -0.32
P -0.4745 -2.4941 -1.2459 -0.4 0.4 -1.2 0.74
H 0.8406 2.1513 0.7060 0.3 -0.3 0.5 0.08
H 2.4383 1.4637 0.4643 -0.5 -0.3 0.9 0.10
H 1.2743 0.7251 1.6821 0.2 -0.4 1.4 0.06
H 1.3456 -0.6400 -0.1828 0.3 -1.2 0.3 0.06
H 1.3192 0.5198 -1.3958 -1.1 0.4 1.4 0.15
H -0.9012 1.2829 1.6646 0.1 -0.7 -0.3 0.10
H -0.7350 -0.5058 1.7090 0.4 -0.6 0.9 0.08
H -2.1952 0.2314 1.2570 -1.2 -0.2 -0.4 0.08
H -0.6485 2.1194 -0.9978 -0.6 0.6 -0.4 0.14
H -2.1329 -0.7827 -1.1276 0.4 -1.1 0.3 0.07
H -1.5874 -3.3419 -1.3097 -0.1 -0.3 0.2 -0.13
H -0.6028 -2.2996 -2.7232 0.3 0.0 1.0 -0.11
```
Positions in Å, forces in eV/Å.

---

No. 3
Computed, not measured: a cluster of 2 separate species, C5H12NOS in total, with ωB97M-V with the def2-TZVPD basis set.

HOMO = -0.106 hartree
total charge = -1
ΔE to the lowest compared entry with this formula, charge and spin = 24.5 kcal per mole
spin multiplicity = 1
molar mass = 134.224 g mol⁻¹
LUMO = 3.9 eV
max |F| = 0.6 eV Å⁻¹
frontier orbital gap = 6.8 eV

```
20
Properties=species:S:1:pos:R:3:forces:R:3:lowdin_charge:R:1
C -0.9209 3.0560 -0.6508 -0.2 -0.1 -0.6 -0.17
C -1.3909 1.6944 -0.1617 -0.4 -0.1 0.2 -0.39
C -0.6356 1.1388 1.0411 0.2 0.2 -0.1 -0.75
S 1.1351 0.8405 0.7149 -0.1 0.0 0.1 0.25
H -0.7739 3.7608 0.1685 0.0 0.0 0.0 0.06
H -1.6741 3.4518 -1.3440 0.0 0.2 0.2 0.05
H 0.0020 2.9978 -1.2266 0.2 -0.1 0.3 0.04
H -2.4551 1.7757 0.1147 0.0 0.1 0.0 0.09
H -1.3680 0.9680 -0.9814 0.2 0.0 0.0 0.09
H -1.1631 0.2363 1.3798 0.1 -0.1 0.0 0.03
H -0.7349 1.8660 1.8559 0.0 0.0 0.0 0.03
O -0.1650 -3.6549 1.1043 0.0 0.1 0.1 0.00
C 0.5027 -2.6689 0.8721 0.2 -0.2 -0.2 -0.27
C 1.6601 -2.6886 -0.1093 -0.1 -0.3 -0.1 -0.29
N 1.4479 -1.8148 -1.2582 0.0 0.0 0.1 -0.03
H 0.2995 -1.6844 1.3277 -0.1 0.0 0.0 0.06
H 2.5884 -2.4219 0.3963 0.0 0.2 0.1 0.10
H 1.7636 -3.7210 -0.4549 0.0 0.0 0.0 0.10
H 1.1236 -0.8942 -0.9233 0.2 -0.1 -0.1 -0.06
H 0.7585 -2.2374 -1.8651 -0.2 0.1 0.0 0.05
```
Positions in Å, forces in eV/Å.

---

No. 4
Computed, not measured: the ion C5H12NOS with charge -1, with ωB97M-V with the def2-TZVPD basis set.

HOMO = -0.089 hartree
total charge = -1
ΔE to the lowest compared entry with this formula, charge and spin = 55.7 kcal per mole
spin multiplicity = 1
SMILES = CN[C@@H](C[O-])CCS
molar mass = 134.224 g mol⁻¹
LUMO = 2.9 eV
max |F| = 0.8 eV Å⁻¹
frontier orbital gap = 5.3 eV

```
20
Properties=species:S:1:pos:R:3:forces:R:3:lowdin_charge:R:1
C -0.1113 1.8904 -1.5029 0.0 0.0 -0.2 -0.15
N 0.4707 1.0103 -0.4963 0.2 -0.2 0.0 -0.11
C -0.2782 -0.2695 -0.4350 0.2 0.6 0.5 -0.38
C -0.1339 -1.1171 -1.7291 -0.5 0.0 -0.4 -0.51
O -1.1226 -0.9468 -2.6264 0.2 0.0 0.2 -0.36
C 0.1849 -0.9849 0.8292 0.3 -0.7 -0.3 -0.28
C 0.0191 -0.1449 2.0857 0.1 0.6 -0.5 -0.61
S -0.2410 -1.1779 3.5408 0.0 -0.2 0.2 0.66
H -0.2737 1.3934 -2.4716 0.1 0.1 0.1 0.07
H 0.5226 2.7754 -1.6002 0.0 0.0 -0.1 0.06
H -1.0937 2.2168 -1.1617 -0.1 0.1 0.1 0.07
H 1.4021 0.7574 -0.8306 -0.1 0.1 0.1 0.09
H -1.3177 0.0596 -0.3089 -0.1 -0.5 -0.2 0.13
H 0.0047 -2.1835 -1.3965 0.0 0.0 0.0 0.08
H 0.8898 -0.8224 -2.1247 0.0 -0.1 0.1 0.09
H -0.3277 -1.9493 0.9294 -0.2 0.2 0.0 0.09
H 1.2361 -1.2771 0.6768 0.0 0.1 0.2 0.11
H -0.8004 0.5499 1.9078 -0.3 -0.2 0.3 0.07
H 0.8749 0.5021 2.2361 0.3 -0.1 0.1 0.06
H 0.0951 -0.2820 4.4782 0.0 0.0 0.0 -0.18
```
Positions in Å, forces in eV/Å.

---

No. 5
Computed, not measured: the ion C5H12NOS with charge -1, with ωB97M-V with the def2-TZVPD basis set.

HOMO = -0.095 hartree
total charge = -1
ΔE to the lowest compared entry with this formula, charge and spin = 53.8 kcal per mole
spin multiplicity = 1
SMILES = CSCC[C@@H](N)C[O-]
molar mass = 134.224 g mol⁻¹
LUMO = 3.0 eV
max |F| = 1.0 eV Å⁻¹
frontier orbital gap = 5.6 eV

```
20
Properties=species:S:1:pos:R:3:forces:R:3:lowdin_charge:R:1
C 3.3058 1.1715 -1.2170 0.1 0.7 0.3 -0.44
S 1.6146 1.6424 -0.7421 0.1 0.0 0.0 0.78
C 1.0979 0.1856 0.2040 0.3 -0.3 -0.4 -0.53
C -0.2989 0.3842 0.7500 -0.8 0.4 0.5 -0.28
C -1.4642 -0.2409 -0.0340 -0.3 0.5 0.5 -0.41
N -1.0898 -1.4411 -0.7422 0.6 -0.2 -0.5 0.00
C -2.7263 -0.5463 0.9174 0.5 0.5 -0.2 -0.51
O -3.4063 -1.6246 0.5552 -0.2 -0.3 -0.1 -0.35
H 3.5045 0.1301 -0.9635 -0.1 0.0 -0.3 0.03
H 3.4286 1.3916 -2.2788 0.1 -0.4 0.0 0.01
H 4.0284 1.7964 -0.6726 -0.2 -0.2 -0.1 0.02
H 1.0877 -0.6707 -0.4716 0.0 0.1 -0.1 0.05
H 1.8381 -0.0418 0.9752 -0.1 0.3 0.1 0.07
H -0.5402 1.4508 0.8900 0.2 -0.1 -0.2 0.10
H -0.3462 0.0301 1.7791 0.1 -0.5 0.1 0.09
H -1.8082 0.5194 -0.7512 0.1 -0.3 -0.2 0.12
H -1.9866 -1.8850 -0.9437 -0.2 -0.2 0.3 0.05
H -0.6385 -2.0834 -0.0905 -0.2 0.1 0.0 0.07
H -3.3200 0.4069 0.8805 0.0 0.1 0.2 0.07
H -2.2806 -0.5753 1.9559 -0.1 -0.1 0.1 0.07
```
Positions in Å, forces in eV/Å.

---

No. 6
Computed, not measured: the molecule C5H12NOS, with ωB97M-V with the def2-TZVPD basis set.

HOMO (spin up / spin down) = -0.324 / -0.323 hartree
expectation value of S² = 0.75
ΔE to the lowest compared entry with this formula, charge and spin = 19.4 kcal per mole
spin multiplicity = 2
molar mass = 134.224 g mol⁻¹
LUMO (spin up / spin down) = 0.9 / -1.5 eV
max |F| = 1.3 eV Å⁻¹
frontier orbital gap (spin up / spin down) = 9.7 / 7.3 eV

```
20
Properties=species:S:1:pos:R:3:forces:R:3:lowdin_spin:R:1
C 1.0309 -1.0915 -1.9458 0.2 0.4 1.0 0.00
N 0.3887 -1.0986 -0.6188 -0.2 0.0 -0.4 0.00
C -0.4554 0.0848 -0.3572 0.8 -0.6 0.2 0.01
C -0.3172 0.4675 1.1178 0.1 0.2 -0.6 0.00
C 1.0379 1.0959 1.4326 -0.4 -0.3 -1.2 0.00
S 1.1186 1.7952 3.0700 0.3 0.4 0.4 0.00
C -1.9178 -0.0806 -0.7515 0.0 0.1 0.6 0.09
O -2.6850 -0.6650 0.2307 0.0 -0.1 -0.2 0.83
H 0.3471 -1.3275 -2.7609 0.1 0.1 -0.3 0.00
H 1.8821 -1.7638 -1.9111 -0.1 -0.4 -0.3 0.00
H 1.4939 -0.1084 -2.0653 -0.3 0.0 -0.3 0.00
H -0.2022 -1.9236 -0.5665 0.2 0.0 0.3 0.00
H -0.0255 0.8662 -0.9664 0.0 0.5 -0.3 0.00
H -1.1167 1.1557 1.3756 -0.1 0.1 0.3 0.00
H -0.4278 -0.4570 1.6644 -0.2 -0.2 0.5 0.00
H 1.2128 1.9239 0.7341 -0.1 0.1 0.3 0.00
H 1.8144 0.3772 1.1651 0.1 0.0 0.5 0.00
H 1.1334 0.6652 3.7779 0.0 -0.2 0.0 0.00
H -1.9681 -0.8021 -1.5825 -0.2 0.2 -0.3 0.05
H -2.3442 0.8864 -1.0421 -0.2 -0.1 -0.3 0.01
```
Positions in Å, forces in eV/Å.

---

Q: max |F| of number 3 (C5H12NOS)?
A: 0.6 eV Å⁻¹

---

Q: Look up the spin multiplicity of the first one.
A: 1